w:
Density functional theory data (ωB97M-V/def2-TZVPD) for a 2-piece molecular cluster, C5H12OS overall.

The HOMO-LUMO gap comes out at 9.59 eV. Its SMILES is CC=O.CCSC. The HOMO energy comes out at -8.7 eV.

Structure (ORCA input):
```
! wB97M-V def2-TZVPD RIJCOSX def2/J DEFGRID3
* xyz 0 1
H 2.629 -0.381 2.565
C -0.656 1.515 -1.930
H -2.163 1.887 -0.381
H 0.400 -1.722 2.083
H -0.977 -1.870 -0.705
H -1.743 -2.437 0.782
O 0.179 2.109 -2.616
H -1.757 3.317 -1.405
H -2.817 1.942 -2.099
H -0.569 0.492 -1.626
H 0.864 -2.506 0.488
H 3.334 -1.026 1.002
C 0.395 -1.660 1.010
H 3.374 0.716 1.285
S 1.190 -0.068 0.587
C 2.775 -0.180 1.482
C -1.040 -1.654 0.395
C -1.966 2.202 -1.472
H -1.453 -0.673 0.554
*
```

=====

x:
Density functional theory data (ωB97M-V/def2-TZVPD) for C5H12OS as an isolated structure.

The HOMO-LUMO gap comes out at 10.03 eV. The HOMO energy comes out at -9.3 eV.

Structure (ORCA input):
```
! wB97M-V def2-TZVPD RIJCOSX def2/J DEFGRID3
* xyz 0 1
H 1.433 2.089 1.095
C -0.510 -0.327 -0.939
C 2.080 -0.553 -0.161
H 0.353 -0.008 1.195
H -3.004 -1.657 0.880
H 2.767 0.189 -0.929
S -2.300 0.116 -0.550
H 1.179 2.008 -0.922
C -2.013 -1.101 0.753
H -1.147 -1.928 0.314
H 1.727 -1.679 -0.805
H -0.337 -1.407 -0.872
H -0.264 -0.038 -2.040
O -2.532 1.440 0.091
H -1.459 -0.503 1.546
C 0.615 0.170 0.178
H 2.805 -0.768 0.777
H -0.170 2.193 0.315
C 0.775 1.765 0.075
*
```

=====

Of them, the most stable is w and the least stable is x.

=====

w:
Density functional theory data (ωB97M-V/def2-TZVPD) for a 2-piece molecular cluster, C5H12OS overall.

The HOMO-LUMO gap comes out at 9.76 eV. The HOMO energy comes out at -8.9 eV.

Structure (ORCA input):
```
! wB97M-V def2-TZVPD RIJCOSX def2/J DEFGRID3
* xyz 0 1
H -2.678 -1.723 -0.350
H 2.673 -1.612 -1.505
C -2.331 1.343 -0.391
H -2.834 0.657 -0.926
O -2.522 -0.187 1.743
S -1.518 0.085 0.732
H -0.955 -2.027 -0.323
H 3.529 -1.336 0.103
C 2.741 -0.973 -0.506
H -1.411 -0.818 -1.408
H 2.158 0.124 1.890
H 1.104 0.356 -0.859
H 2.895 1.503 1.008
C 1.909 0.012 -0.233
H 1.158 1.305 1.026
H -1.450 1.767 -0.834
C 2.050 0.778 1.023
H -2.838 2.027 0.281
C -1.680 -1.280 -0.470
*
```

=====

x:
Density functional theory data (ωB97M-V/def2-TZVPD) for a 2-piece molecular cluster, C5H12OS overall.

The HOMO-LUMO gap comes out at 9.38 eV. The HOMO energy comes out at -8.9 eV.

Structure (ORCA input):
```
! wB97M-V def2-TZVPD RIJCOSX def2/J DEFGRID3
* xyz 0 1
C -3.151 1.388 -0.232
H 0.201 1.019 1.482
H 0.693 -2.635 0.186
H 2.445 -2.242 -0.158
H -4.136 0.869 -0.305
S -1.988 -0.129 -0.312
C 1.555 -2.052 0.507
H -3.215 1.708 0.797
C 1.170 -0.530 0.376
H 0.882 -0.431 2.424
H 1.069 -0.754 -1.536
C 1.316 0.074 -0.959
H 2.417 0.398 -0.948
C 0.782 0.078 1.481
H 1.832 -2.200 1.520
H -2.096 -0.219 -1.850
H -3.136 2.135 -0.978
O -2.710 -1.304 0.217
H 0.707 0.908 -0.996
*
```

=====

Of them, the most stable is w and the least stable is x.

=====

w:
Density functional theory data (ωB97M-V/def2-TZVPD) for a 2-piece molecular cluster, C5H10O2 overall.

The HOMO-LUMO gap (spin up / spin down) comes out at 7.83 / 8.22 eV. The HOMO energy (spin up / spin down) comes out at -7.0 / -7.3 eV.

Structure (ORCA input):
```
! wB97M-V def2-TZVPD RIJCOSX def2/J DEFGRID3
* xyz 0 1
H -2.790 1.803 -0.637
H -0.486 1.815 -0.292
O -2.374 0.946 -0.490
O 1.586 -1.059 0.744
C -0.520 -0.197 0.443
H 0.813 -0.090 2.342
C -0.013 -0.831 -0.881
H -1.390 1.611 1.225
C 1.260 -1.482 -0.437
H 2.208 1.142 -0.290
C -1.182 1.153 0.245
H 1.982 -2.092 -0.958
H -1.269 -0.859 0.914
H 0.187 -0.038 -1.620
C 0.744 -0.164 1.264
H -0.725 -1.524 -1.336
H 2.530 0.768 -0.857
*
```

=====

x:
Density functional theory data (ωB97M-V/def2-TZVPD) for C5H10O2 as an isolated structure.

The HOMO-LUMO gap comes out at 9.75 eV. The HOMO energy comes out at -9.2 eV.

Structure (ORCA input):
```
! wB97M-V def2-TZVPD RIJCOSX def2/J DEFGRID3
* xyz 0 1
C -0.763 1.233 0.104
H -1.275 1.734 -0.712
C -1.256 -0.090 0.449
H 0.719 1.736 -1.596
H -0.482 1.864 0.942
H 1.986 -1.524 0.354
C 0.951 1.072 -0.764
H -1.294 -0.325 1.513
C 0.057 -0.813 -0.227
H -2.081 -0.972 -1.026
H 1.198 -0.516 1.591
O -2.406 -0.487 -0.234
H 1.642 0.394 -1.270
C 1.034 -1.280 0.830
H 1.531 1.579 0.009
H 0.625 -2.172 1.310
O -0.187 -1.432 -1.274
*
```

=====

Of them, the most stable is x and the least stable is w.

=====

w:
Density functional theory data (ωB97M-V/def2-TZVPD) for a 2-piece molecular cluster, C5H10O2 overall.

The HOMO-LUMO gap comes out at 8.83 eV. Its SMILES is C=C/C(O)=C/C.O. The HOMO energy comes out at -8.2 eV.

Structure (ORCA input):
```
! wB97M-V def2-TZVPD RIJCOSX def2/J DEFGRID3
* xyz 0 1
H 2.116 2.828 1.082
C -0.318 -0.543 0.065
C -0.401 -1.946 0.440
H -1.193 0.571 -2.726
H -2.294 -0.305 -0.473
H 0.804 0.996 0.223
O 2.678 2.560 0.348
C -1.183 1.058 -1.746
H -1.766 -1.679 1.941
H -1.860 1.905 -1.615
O 0.930 0.063 0.128
H 0.517 -2.488 0.216
C -1.226 -2.440 1.395
H 3.161 1.839 0.763
C -1.293 0.106 -0.596
H -0.169 1.501 -1.762
H -1.184 -3.506 1.535
*
```

=====

x:
Density functional theory data (ωB97M-V/def2-TZVPD) for a 2-piece molecular cluster, C5H10O2 overall.

The HOMO-LUMO gap comes out at 9.45 eV. Its SMILES is CCC=O.C=CO. The HOMO energy comes out at -8.8 eV.

Structure (ORCA input):
```
! wB97M-V def2-TZVPD RIJCOSX def2/J DEFGRID3
* xyz 0 1
C 1.505 -0.794 -0.632
H -1.593 1.423 -0.679
H 2.748 0.163 0.879
O -0.173 0.718 -1.376
O -2.305 1.611 -0.029
H 0.123 0.436 0.604
H 1.535 -1.061 -1.692
H 1.323 -1.697 -0.036
H -2.739 -1.583 0.924
H 2.944 0.823 -0.755
H 3.658 -0.748 -0.341
C 2.794 -0.099 -0.184
H -3.348 0.686 1.409
C 0.388 0.179 -0.441
H -1.838 -1.097 -0.622
C -2.388 -0.797 0.265
C -2.695 0.470 0.567
*
```

=====

y:
Density functional theory data (ωB97M-V/def2-TZVPD) for the molecule C5H10O2.

The HOMO-LUMO gap comes out at 10.94 eV. Its SMILES is CC[C@@H](O)CC=O. The HOMO energy comes out at -10.1 eV.

Structure (ORCA input):
```
! wB97M-V def2-TZVPD RIJCOSX def2/J DEFGRID3
* xyz 0 1
O 2.721 -0.789 0.872
C 1.291 0.796 -0.223
C 0.108 -0.156 -0.014
H 1.181 -1.742 -0.134
H 1.564 0.795 -1.289
H 1.040 1.830 0.042
H -1.362 1.382 -0.240
O 0.384 -1.418 -0.582
H -2.200 -1.526 -0.779
H -3.288 -0.120 -0.775
H -2.514 -0.652 0.727
C -2.367 -0.533 -0.353
H -0.054 -0.258 1.074
C 2.504 0.363 0.559
H 3.220 1.155 0.856
H -1.023 0.477 -1.719
C -1.175 0.375 -0.636
*
```

=====

Of them, the most stable is y and the least stable is w.

=====

w:
Density functional theory data (ωB97M-V/def2-TZVPD) for a 2-piece molecular cluster, C5H10O2 overall.

The HOMO-LUMO gap (spin up / spin down) comes out at 8.28 / 8.28 eV. The HOMO energy (spin up / spin down) comes out at -8.9 / -8.9 eV.

Structure (ORCA input):
```
! wB97M-V def2-TZVPD RIJCOSX def2/J DEFGRID3
* xyz 0 1
H 0.220 0.843 2.425
C 0.215 -0.269 2.385
H -0.872 -0.495 2.312
H -1.316 -1.821 -0.736
C 2.343 0.469 0.208
H -1.317 1.283 -0.687
O 0.939 0.510 0.003
C -0.919 -0.820 -0.588
C 0.364 -0.705 -0.237
H -1.762 0.231 -2.751
H 2.580 -0.170 1.067
H 2.859 0.112 -0.691
O -2.471 0.259 -2.097
H -2.678 0.313 -0.103
H 1.016 -1.567 -0.107
H 2.653 1.494 0.419
C -1.852 0.332 -0.822
*
```

=====

x:
Density functional theory data (ωB97M-V/def2-TZVPD) for the molecule C5H10O2.

The HOMO-LUMO gap comes out at 10.32 eV. Its SMILES is OC[C@H]1CCOC1. The HOMO energy comes out at -9.5 eV.

Structure (ORCA input):
```
! wB97M-V def2-TZVPD RIJCOSX def2/J DEFGRID3
* xyz 0 1
C 0.087 -0.426 0.348
O 2.311 0.454 0.628
H -2.433 0.830 0.863
C 1.586 -0.674 0.172
C -0.332 1.047 0.322
H 3.237 0.318 0.396
H 1.884 -1.574 0.729
H -0.255 -0.864 1.295
H -2.177 1.814 -0.594
H -0.158 1.550 1.277
C -1.811 0.945 -0.037
H -1.035 -2.043 -0.661
O -1.951 -0.216 -0.851
C -0.765 -0.989 -0.797
H 0.229 1.587 -0.448
H -0.220 -0.898 -1.751
H 1.803 -0.863 -0.891
*
```

=====

y:
Density functional theory data (ωB97M-V/def2-TZVPD) for the molecule C5H10O2.

The HOMO-LUMO gap comes out at 10.61 eV. Its SMILES is CO[C@H]1CO[C@H]1C. The HOMO energy comes out at -9.7 eV.

Structure (ORCA input):
```
! wB97M-V def2-TZVPD RIJCOSX def2/J DEFGRID3
* xyz 0 1
H -1.881 -0.787 -1.273
C -1.709 0.605 0.377
H 1.140 1.325 0.456
H 1.334 -1.958 0.716
C -1.228 -0.612 -0.410
C 0.261 -0.708 -0.749
H 0.332 -0.776 1.541
H 0.287 -1.569 -1.424
C 0.421 -1.343 0.618
H -1.250 0.666 1.369
H -1.437 1.513 -0.176
O -0.987 -1.806 0.407
H 2.721 0.883 -0.245
H 1.718 2.133 -1.026
C 1.690 1.187 -0.480
H -2.795 0.613 0.516
O 1.067 0.255 -1.327
*
```

=====

Of them, the most stable is x and the least stable is w.